[1]
Density functional theory data (ωB97M-V with the def2-TZVPD basis set) for a structure of composition C43H48N5O2PdS2 in a non-equilibrium geometry.

The geometry in ORCA input format:
```
! RIJCOSX wB97M-V def2-TZVPD def2/J DEFGRID3
* xyz -1 1
Pd 0.22626 0.00287 -0.47224
C -5.49686 2.13641 -1.98446
C -5.15548 1.64155 -0.57242
C -3.99543 0.69610 -0.57505
C -4.00381 -0.66105 -0.54007
C -5.18161 -1.58270 -0.50225
C -5.50109 -2.16512 -1.88547
C -2.61751 -1.08428 -0.58287
N -1.80942 0.00160 -0.67226
C -2.60409 1.10075 -0.64106
C -2.16782 2.41137 -0.64671
C -0.84836 2.84572 -0.65157
C -0.43941 4.22747 -0.64576
C -1.36773 5.40031 -0.66625
C -1.92066 5.69212 -2.06726
C 0.92524 4.22665 -0.62705
C 1.33119 2.84384 -0.62266
C 2.64799 2.40096 -0.58258
C 3.06979 1.08632 -0.52795
N 2.26093 -0.00320 -0.49430
C 3.06162 -1.09870 -0.44731
C 2.62692 -2.40855 -0.40307
C 1.30784 -2.84523 -0.41932
N 0.22094 -2.03533 -0.47197
C -0.87326 -2.83793 -0.47370
C -2.19085 -2.39591 -0.50911
C -0.47008 -4.22036 -0.43067
C 0.89479 -4.22492 -0.39562
C 1.81419 -5.40387 -0.36381
C 2.35374 -5.77023 -1.75249
C -1.39856 -5.39295 -0.44215
C -1.92892 -5.71614 -1.84505
C 4.45280 -0.69027 -0.45804
C 4.45794 0.66595 -0.50764
C 5.62895 1.59575 -0.56153
C 5.95022 2.04564 -1.99302
C 5.62072 -1.62464 -0.45985
C 5.88675 -2.22345 -1.84745
N 0.24177 2.03742 -0.65059
C 1.85170 5.40100 -0.62861
C 2.34339 5.75829 -2.03715
H -6.33024 2.84183 -1.96466
H -5.76849 1.29504 -2.62382
H -4.63300 2.62975 -2.43188
H -6.02901 1.14957 -0.14013
H -4.92454 2.49801 0.06494
H -6.05491 -1.04129 -0.13315
H -4.98795 -2.39724 0.19976
H -5.73614 -1.36235 -2.58600
H -6.35457 -2.84471 -1.83757
H -4.64310 -2.71161 -2.27916
H -2.92583 3.18308 -0.61556
H -0.84107 6.28380 -0.29924
H -2.19972 5.21950 0.01878
H -1.10940 5.93682 -2.75454
H -2.61942 6.53099 -2.04139
H -2.44060 4.81900 -2.46379
H 3.41368 3.16577 -0.58561
H 3.38636 -3.17858 -0.35025
H -2.95471 -3.16158 -0.45547
H 1.28724 -6.26706 0.04792
H 2.65349 -5.19813 0.30455
H 1.53624 -6.05334 -2.41739
H 3.05195 -6.60752 -1.68873
H 2.87063 -4.92066 -2.20136
H -2.24264 -5.19978 0.22476
H -0.88073 -6.27069 -0.05028
H -2.42857 -4.84807 -2.27725
H -2.64011 -6.54422 -1.80942
H -1.10933 -5.99388 -2.50958
H 6.50575 1.10548 -0.13396
H 5.42532 2.47445 0.05432
H 6.21135 1.18582 -2.61185
H 6.78791 2.74623 -2.00238
H 5.08457 2.53215 -2.44437
H 5.44828 -2.43205 0.25577
H 6.51332 -1.08900 -0.13048
H 5.01179 -2.76289 -2.21205
H 6.73199 -2.91428 -1.81460
H 6.11479 -1.43298 -2.56409
H 2.71165 5.19097 0.01088
H 1.34123 6.26545 -0.19861
H 2.85508 4.90832 -2.49124
H 3.03408 6.60356 -2.00436
H 1.50098 6.02322 -2.67786
O 1.54664 -1.54183 6.19071
S 1.12905 -0.21859 5.79981
O 1.84015 0.87766 6.40811
N 1.08141 -0.05486 4.16173
C -0.13924 0.15250 3.73546
S -0.62928 0.41264 2.13559
C -1.19052 0.14279 4.80821
C -2.56485 0.27265 4.67909
C -3.34707 0.23306 5.82594
C -2.77239 0.06898 7.08321
C -1.39645 -0.07128 7.21144
C -0.63419 -0.03649 6.06335
H -2.99856 0.40064 3.69655
H -4.42230 0.33174 5.73338
H -3.39986 0.04718 7.96589
H -0.93086 -0.20696 8.18026
*
```

Results
strongest force on any atom: 0.0255 Eh/bohr
gap between HOMO and LUMO: 5.610 eV

---

[2]
Density functional theory data (ωB97M-V with the def2-TZVPD basis set) for a cluster of 17 separate species, C55H94IN17O3P in total in a non-equilibrium geometry.

The geometry in ORCA input format:
```
! RIJCOSX wB97M-V def2-TZVPD def2/J DEFGRID3
* xyz 1 1
C -0.37920 -2.60468 -2.79559
O -1.63278 -3.05563 -2.32435
C -2.19144 -2.14326 -1.36821
C -3.61640 -1.83106 -1.79366
C -4.37630 -0.95615 -0.78264
C -4.53997 -1.60472 0.60920
C -5.72948 -2.57168 0.68948
C -7.09088 -1.87066 0.89009
C -7.07788 -0.81228 2.02562
C -7.42709 0.57368 1.44417
C -6.93722 1.76784 2.28309
C -5.44298 1.72839 2.61166
C -4.53045 2.08844 1.40875
C -3.67246 3.36019 1.61072
O -2.38442 3.19503 2.07178
C -2.28143 2.54317 3.34802
C -0.86781 1.96114 3.54630
C 0.23844 2.86440 2.99638
C -0.68582 0.50134 3.04926
C -1.67689 0.04415 1.95776
C -0.65649 -0.52894 4.18910
C -4.49954 4.58750 2.02704
I -4.00506 5.67970 3.81820
N -4.51111 5.60363 0.95088
C -3.96681 5.17837 -0.12702
C -3.43175 3.83335 0.03409
P -1.53277 4.25680 -0.16904
C -0.96612 3.29261 -1.65275
O -1.49846 5.87165 -0.68587
H 0.33560 -2.37662 -1.99746
H 0.04976 -3.43232 -3.36521
H -0.46322 -1.76483 -3.49298
H -1.55782 -1.25033 -1.34496
H -2.12339 -2.64248 -0.39615
H -3.53520 -1.24116 -2.71380
H -4.16726 -2.73519 -2.05606
H -5.33045 -0.60775 -1.18650
H -3.75430 -0.05967 -0.63275
H -3.63143 -2.15338 0.86129
H -4.60448 -0.79140 1.33763
H -5.76073 -3.11052 -0.26490
H -5.59080 -3.34344 1.44998
H -7.36875 -1.43258 -0.07277
H -7.85579 -2.62119 1.09561
H -6.14386 -0.82771 2.58279
H -7.86079 -1.10493 2.72832
H -8.51965 0.63461 1.42307
H -7.12433 0.65746 0.39688
H -7.55584 1.89811 3.17201
H -7.10691 2.67333 1.67945
H -5.25622 2.47167 3.39762
H -5.10102 0.77817 3.02385
H -3.87423 1.26790 1.12294
H -5.15290 2.27548 0.52851
H -2.42971 3.25231 4.16679
H -3.00855 1.74245 3.50730
H -0.73476 1.93125 4.63416
H 0.28987 2.76050 1.90951
H 0.14891 3.91467 3.28150
H 1.19376 2.51953 3.39522
H 0.31024 0.45299 2.59378
H -1.76285 0.83624 1.20848
H -1.33510 -0.89824 1.53480
H -2.65470 -0.09384 2.43178
H -1.63443 -0.65103 4.66160
H -0.33523 -1.48471 3.76873
H 0.09842 -0.24497 4.92431
H -5.55526 4.32674 2.12163
H -4.91588 6.52081 1.09483
H -3.87734 5.76320 -1.03234
H -3.64805 3.09904 -0.73770
H -1.54670 3.57227 -2.54132
H -1.14360 2.22979 -1.47236
H 0.08504 3.49329 -1.84818
H -0.63184 6.04513 -1.07617
C -2.78043 9.15622 5.76686
C -2.15563 9.09721 7.09049
N -1.66837 9.04040 8.12226
H -2.03397 9.40127 5.01347
H -3.21967 8.18653 5.53822
H -3.55963 9.91526 5.75606
C 0.67737 11.23998 9.19408
C 1.48463 12.29946 8.57856
N 2.09822 13.13256 8.09243
H -0.24534 11.11028 8.63429
H 1.23209 10.30624 9.19277
H 0.43615 11.50810 10.22068
C 0.18370 -2.06224 -6.94227
C 1.11170 -1.74365 -5.85373
N 1.84024 -1.49388 -5.01318
H 0.67854 -1.91951 -7.90077
H -0.14029 -3.09778 -6.85825
H -0.68576 -1.41012 -6.88811
C 4.67783 0.12278 -5.86146
C 5.34541 1.18861 -6.61209
N 5.86208 2.01717 -7.20252
H 3.82298 -0.24557 -6.42288
H 5.37171 -0.69845 -5.68730
H 4.33356 0.50430 -4.90265
C -1.64930 -6.41858 -0.96963
C -0.72287 -7.44445 -1.45362
N 0.01146 -8.23244 -1.82653
H -1.55644 -6.31922 0.11085
H -1.41931 -5.46063 -1.43751
H -2.67317 -6.69670 -1.21482
C -2.56183 -10.56398 -1.92596
C -3.95042 -10.15375 -2.15352
N -5.03359 -9.83340 -2.33151
H -1.93273 -10.21137 -2.73963
H -2.19824 -10.14272 -0.99060
H -2.49978 -11.64762 -1.87280
C -2.58892 -15.29726 -1.61882
C -1.93267 -14.21798 -2.35960
N -1.42678 -13.37355 -2.94128
H -3.43124 -15.67742 -2.19115
H -1.88654 -16.11045 -1.44877
H -2.94258 -14.92726 -0.65801
C 2.20480 -6.26586 0.72730
C 1.97321 -5.05889 1.52735
N 1.78479 -4.12042 2.15204
H 1.64563 -7.09950 1.14734
H 1.87428 -6.09534 -0.29545
H 3.26395 -6.51394 0.72346
C -5.12664 -15.03251 -4.89430
C -4.08118 -16.05866 -4.83826
N -3.27089 -16.85945 -4.80371
H -5.93142 -15.28762 -4.20741
H -4.70967 -14.06617 -4.61487
H -5.52612 -14.97011 -5.90425
C 9.05220 -1.12356 -6.19694
C 8.02256 -1.63425 -5.28713
N 7.21387 -2.03020 -4.58173
H 8.58436 -0.71293 -7.08923
H 9.62814 -0.34325 -5.70486
H 9.72334 -1.92548 -6.48674
C 8.17064 1.73438 -9.55389
C 9.20592 0.69691 -9.51300
N 10.01408 -0.11058 -9.48087
H 7.37511 1.49785 -8.84944
H 8.60280 2.69726 -9.28979
H 7.75189 1.79534 -10.55671
C 12.62298 -3.89706 -7.97088
C 12.39862 -2.70409 -7.15126
N 12.22624 -1.77266 -6.51233
H 12.07062 -4.73801 -7.55643
H 12.28375 -3.71184 -8.98813
H 13.68363 -4.13885 -7.98574
C 6.89204 3.68459 -4.33402
C 6.69861 4.88358 -3.51326
N 6.54171 5.81665 -2.87254
H 6.32179 2.85574 -3.91911
H 6.55957 3.86855 -5.35325
H 7.94732 3.41869 -4.34561
C 0.22240 5.57323 6.24253
C 1.10794 4.42002 6.05493
N 1.80971 3.52984 5.93247
H -0.53930 5.33601 6.98326
H 0.79990 6.42925 6.58787
H -0.25975 5.82409 5.29815
C 5.53546 11.06076 7.80851
C 4.47599 10.57479 8.69042
N 3.64105 10.19983 9.37551
H 5.10295 11.68409 7.02779
H 6.24893 11.64980 8.38173
H 6.04650 10.21446 7.35525
C 4.71028 5.00804 6.96689
C 5.25216 6.36718 7.03748
N 5.67248 7.42709 7.08639
H 4.17527 4.87252 6.03014
H 5.52056 4.28414 7.02216
H 4.02517 4.83924 7.79489
*
```

Results
strongest force on any atom: 0.0843 Eh/bohr
gap between HOMO and LUMO: 7.539 eV

---

Values of LUMO level, in order: 1.5 -4.0, all in eV.
Values of HOMO, in order: -4.1 -11.5, all in eV.